Entry 1:
This record from OMol25 describes an isolated ion of composition C4H7N4O2S and charge +1. The level of theory is the ωB97M-V functional and the def2-TZVPD basis.

The net charge is +1. Its highest occupied orbital energy is -13.6 eV. The value obtained for the energy above the lowest of the compared OMol25 structures with the same formula, charge and spin is 4.995 eV. The value obtained for the lowest unoccupied orbital energy is -6.36 eV. For the gap between HOMO and LUMO, the calculation gives 7.2126 eV.

Last column: Mulliken charge in e.
CARTESIAN COORDINATES (ANGSTROEM)
C (-0.51, -3.50, -0.17)  0.554
C (-2.19, -2.02, 1.19)  0.407
C (-0.16, -1.27, -1.39)  -0.494
C (1.05, 1.49, 1.42)  -0.893
N (-0.98, -2.47, 0.75)  -0.118
N (-2.18, -0.55, 1.33)  0.024
N (-1.12, 0.14, 1.34)  -0.012
N (-0.02, -2.27, -0.40)  -0.084
O (-0.55, -4.61, -0.52)  -0.371
O (-3.17, -2.57, 1.52)  -0.415
S (-0.71, 1.68, 1.32)  0.284
H (-1.22, -1.30, -1.80)  0.343
H (0.72, -1.31, -2.11)  0.284
H (0.00, -0.26, -0.85)  0.062
H (1.51, 1.03, 2.30)  0.355
H (1.37, 2.43, 1.47)  0.428
H (1.58, 0.99, 0.64)  0.323
H (-3.07, -0.16, 1.74)  0.323

***

Entry 2:
This record from OMol25 describes one molecule with the formula FNO3S. The level of theory is the ωB97M-V functional and the def2-TZVPD basis.

The net charge is 0. Its highest occupied orbital energy (spin up / spin down) is -9.9 / -9.9 eV. The value obtained for the energy above the lowest of the compared OMol25 structures with the same formula, charge and spin is 5.893 eV. The value obtained for the lowest unoccupied orbital energy (spin up / spin down) is -1.86 / -1.83 eV. For the gap between HOMO and LUMO (spin up / spin down), the calculation gives 8.0501 / 8.0919 eV.

Last column: Mulliken charge in e.
CARTESIAN COORDINATES (ANGSTROEM)
N (0.46, 0.65, 0.15)  0.233
O (-0.66, 0.15, -0.50)  -0.196
O (1.54, 0.02, 0.21)  0.203
O (1.80, -1.24, 0.05)  -0.374
F (-3.20, 0.25, 0.37)  -0.215
S (-1.95, -0.70, -0.12)  0.348

***

Entry 3:
This record from OMol25 describes C15H85FInO33 as an isolated structure. The level of theory is the ωB97M-V functional and the def2-TZVPD basis.

The net charge is -1. Its highest occupied orbital energy is -4.4 eV. The value obtained for the lowest unoccupied orbital energy is 1.32 eV. For the gap between HOMO and LUMO, the calculation gives 5.7397 eV.

Last column: Mulliken charge in e.
CARTESIAN COORDINATES (ANGSTROEM)
C (-0.85, -2.67, 1.42)  -0.824
C (-1.66, -1.67, 0.60)  0.461
C (-1.48, -0.21, 1.03)  0.001
C (-1.00, 0.68, -0.14)  -1.358
In (1.17, 0.32, -0.48)  0.984
F (1.78, -0.90, 1.06)  -0.744
C (1.42, -1.00, -2.29)  -0.371
C (2.12, -2.23, -1.78)  -0.469
O (1.84, -3.49, -2.56)  -0.402
C (0.62, -3.91, -2.25)  0.172
O (-0.27, -3.92, -3.07)  -0.613
C (2.34, 2.19, -0.73)  -1.450
C (3.60, 2.33, 0.18)  -0.650
C (3.25, 1.89, 1.59)  1.137
C (4.01, 0.95, 2.29)  -0.586
C (3.60, 0.52, 3.54)  -0.885
C (2.44, 1.01, 4.11)  -0.533
C (1.68, 1.97, 3.44)  -0.744
C (2.10, 2.41, 2.19)  0.104
H (0.22, -2.63, 1.18)  0.124
H (-1.18, -3.70, 1.21)  0.186
H (-0.99, -2.51, 2.49)  0.345
H (-2.71, -1.93, 0.76)  -0.130
H (-1.48, -1.82, -0.47)  0.002
H (-0.82, -0.14, 1.90)  0.317
H (-2.46, 0.15, 1.35)  -0.215
H (-1.55, 0.38, -1.04)  0.415
H (-1.15, 1.73, 0.11)  0.318
H (1.99, -0.52, -3.08)  0.232
H (0.40, -1.22, -2.62)  0.048
H (3.20, -2.06, -1.73)  0.142
H (1.80, -2.43, -0.75)  0.390
H (0.43, -4.25, -1.22)  0.432
H (2.69, 2.34, -1.76)  0.658
H (1.71, 3.05, -0.52)  0.210
H (4.39, 1.72, -0.24)  0.266
H (3.92, 3.38, 0.18)  0.077
H (4.90, 0.54, 1.83)  0.389
H (4.17, -0.24, 4.06)  0.387
H (2.10, 0.64, 5.07)  0.458
H (0.77, 2.38, 3.85)  0.573
H (1.50, 3.14, 1.66)  0.282
O (1.36, 5.35, -1.49)  -0.539
H (0.58, 5.39, -2.06)  0.269
H (1.25, 6.04, -0.84)  0.288
O (3.59, 0.02, -4.58)  -0.588
H (4.47, -0.33, -4.70)  0.267
H (3.03, -0.56, -5.12)  0.267
O (-4.64, -2.69, 1.40)  -0.468
H (-4.94, -2.28, 2.23)  0.208
H (-5.45, -3.02, 0.99)  0.261
O (-0.97, 5.27, -3.50)  -0.625
H (-1.31, 6.13, -3.78)  0.283
H (-1.76, 4.72, -3.45)  0.304
O (-2.85, -3.63, -4.58)  -0.687
H (-2.72, -4.56, -4.81)  0.284
H (-2.02, -3.39, -4.15)  0.404
O (-2.38, -3.63, 4.66)  -0.644
H (-1.60, -4.20, 4.61)  0.327
H (-2.64, -3.52, 3.74)  0.296
O (2.91, 1.14, 7.42)  -0.591
H (3.75, 1.61, 7.52)  0.347
H (2.90, 0.52, 8.16)  0.252
O (0.43, -6.13, 0.15)  -0.608
H (1.35, -6.39, 0.05)  0.301
H (-0.05, -6.67, -0.48)  0.295
O (6.61, 1.25, 0.39)  -0.522
H (7.18, 0.63, -0.08)  0.247
H (7.18, 1.99, 0.60)  0.246
O (-1.81, 6.85, -1.06)  -0.631
H (-1.77, 5.89, -1.13)  0.313
H (-1.84, 7.03, -0.11)  0.332
O (3.61, 3.88, 6.95)  -0.622
H (3.36, 4.77, 6.69)  0.294
H (2.77, 3.41, 7.05)  0.324
O (-2.55, 0.84, -3.61)  -0.611
H (-3.17, 0.13, -3.78)  0.296
H (-1.69, 0.45, -3.78)  0.284
O (-5.82, -0.85, 3.45)  -0.672
H (-5.36, -0.92, 4.29)  0.335
H (-5.36, -0.14, 2.97)  0.374
O (4.59, 5.52, 1.65)  -0.664
H (4.00, 4.77, 1.53)  0.300
H (5.46, 5.16, 1.45)  0.324
O (0.05, -5.43, 3.47)  -0.647
H (0.83, -6.00, 3.41)  0.269
H (-0.23, -5.32, 2.56)  0.330
O (-1.66, -3.42, -7.61)  -0.676
H (-1.70, -4.38, -7.72)  0.285
H (-1.82, -3.30, -6.66)  0.398
O (-0.09, -0.96, -6.90)  -0.635
H (-0.66, -1.67, -7.24)  0.331
H (0.79, -1.37, -6.88)  0.336
O (2.41, -3.78, 4.80)  -0.591
H (3.15, -4.24, 4.40)  0.286
H (1.63, -4.15, 4.39)  0.357
O (-2.43, 6.26, -6.07)  -0.621
H (-1.51, 6.04, -6.27)  0.334
H (-2.94, 5.72, -6.68)  0.308
O (5.72, -3.41, -1.17)  -0.646
H (5.43, -2.93, -0.39)  0.336
H (4.89, -3.74, -1.55)  0.316
O (0.00, -5.05, -5.65)  -0.589
H (-0.02, -6.01, -5.74)  0.316
H (-0.14, -4.88, -4.71)  0.354
O (-1.23, 1.74, 4.92)  -0.603
H (-1.29, 0.79, 4.81)  0.306
H (-1.19, 1.88, 5.87)  0.279
O (2.33, 0.32, -7.27)  -0.662
H (1.57, 0.46, -7.84)  0.315
H (2.21, 0.95, -6.55)  0.341
O (-6.39, 2.06, 3.40)  -0.577
H (-6.61, 2.97, 3.19)  0.290
H (-7.23, 1.64, 3.60)  0.303
O (-5.00, -5.48, 0.12)  -0.618
H (-4.43, -6.09, -0.36)  0.291
H (-4.41, -4.75, 0.36)  0.323
O (-4.46, 0.99, 1.46)  -0.602
H (-5.26, 1.13, 0.96)  0.215
H (-4.50, 1.65, 2.16)  0.277
O (-2.32, 8.62, 1.19)  -0.640
H (-3.09, 8.64, 0.61)  0.319
H (-2.49, 9.27, 1.86)  0.285
O (-4.88, 6.85, 0.30)  -0.632
H (-3.97, 6.63, 0.06)  0.343
H (-5.40, 6.35, -0.34)  0.303
O (5.40, 3.85, 4.12)  -0.627
H (5.13, 4.26, 4.95)  0.234
H (4.59, 3.44, 3.79)  0.396
O (2.12, -6.93, -5.42)  -0.609
H (2.42, -6.02, -5.48)  0.333
H (2.57, -7.28, -4.64)  0.293
O (-7.88, -4.13, 2.46)  -0.656
H (-7.30, -4.74, 1.98)  0.330
H (-7.30, -3.40, 2.71)  0.314

***

Entry 4:
This record from OMol25 describes C3H5MgO3 as an isolated structure. The level of theory is the ωB97M-V functional and the def2-TZVPD basis.

The net charge is 0. Its highest occupied orbital energy (spin up / spin down) is -6.5 / -9.1 eV. The value obtained for the energy above the lowest of the compared OMol25 structures with the same formula, charge and spin is 1.221 eV. The spin multiplicity is 2. As for the expectation value of S²: 0.75. The value obtained for the lowest unoccupied orbital energy (spin up / spin down) is 0.33 / -0.66 eV. For the gap between HOMO and LUMO (spin up / spin down), the calculation gives 6.8435 / 8.3973 eV.

Last column: Löwdin spin population.
CARTESIAN COORDINATES (ANGSTROEM)
H (1.09, 1.16, -1.86)  0.003
O (0.64, 1.16, 0.31)  0.004
C (0.44, 0.67, -0.99)  0.020
C (-0.03, 0.31, 1.22)  0.005
O (-0.58, 1.21, -1.69)  0.126
O (0.11, -0.75, -0.81)  0.114
C (0.17, -1.06, 0.59)  0.016
H (-1.10, 0.56, 1.30)  0.003
H (0.44, 0.41, 2.21)  0.000
H (-0.62, -1.78, 0.84)  0.008
H (1.15, -1.48, 0.83)  0.000
Mg (-1.70, -0.40, -1.94)  0.702

***

Per-record energy, a.u.: -923.85625; -778.19943; -3395.44838; -543.05996
Per-record molecular weight, g mol⁻¹: 175.2; 113.1; 927.6; 113.4